*P*
Entry from the Open Molecules 2025 dataset: an isolated molecule of C4H8N2 (ωB97M-V with the def2-TZVPD basis set).

Geometry as XYZ:
```
14
Properties=species:S:1:pos:R:3:nbo_charge:R:1
C -1.42 -1.15 -0.05 -0.289
N -1.81 -0.28 1.07 -0.544
C -1.00 0.29 0.00 -0.121
C 0.42 0.25 -0.37 -0.077
C 1.46 1.22 -0.03 -0.267
N 1.45 -0.11 0.60 -0.599
H -1.60 -1.23 -1.21 0.215
H -0.67 -1.92 0.18 0.185
H -1.23 -0.59 1.86 0.374
H -1.59 0.99 -0.61 0.195
H 0.41 -0.24 -1.46 0.178
H 1.25 2.06 0.64 0.201
H 2.19 1.42 -0.81 0.192
H 2.15 -0.72 0.19 0.357
```

Values from the calculation:
spin multiplicity: 1
frontier orbital gap: 9.562 eV
SMILES: C1N[C@H]1[C@H]1CN1
HOMO: -8.557 eV
total charge: 0
molecular weight: 84.1 g mol⁻¹


*Q*
Entry from the Open Molecules 2025 dataset: a cluster of 2 separate species, C4H8N2 in total (ωB97M-V with the def2-TZVPD basis set).

Geometry as XYZ:
```
14
Properties=species:S:1:pos:R:3:nbo_charge:R:1
C 1.41 1.02 -0.17 -0.679
C 0.35 0.07 0.30 0.325
C 0.63 -1.40 0.31 -0.698
N -0.76 0.54 0.85 -0.656
H 0.97 1.96 -0.48 0.238
H 2.11 1.20 0.65 0.244
H 1.97 0.59 -1.01 0.212
H 1.37 -1.65 -0.44 0.217
H 1.00 -1.69 1.30 0.239
H -0.29 -1.96 0.11 0.234
H -1.26 -0.12 1.45 0.353
C -2.43 0.51 -0.85 0.087
N -3.52 0.24 -0.52 -0.351
H -1.55 0.69 -1.50 0.234
```

Values from the calculation:
spin multiplicity: 1
frontier orbital gap: 10.440 eV
SMILES: CC(C)=N.C#N
HOMO: -9.914 eV
total charge: 0
molecular weight: 84.1 g mol⁻¹


*R*
Entry from the Open Molecules 2025 dataset: an isolated molecule of C4H8N2 (ωB97M-V with the def2-TZVPD basis set).

Geometry as XYZ:
```
14
Properties=species:S:1:pos:R:3:nbo_charge:R:1
H -2.33 -1.68 0.03 0.330
N -1.36 -1.86 -0.17 -0.679
C -0.63 -0.81 0.04 0.376
C -1.25 0.45 0.29 -0.258
C -0.85 1.61 -0.32 -0.366
N 0.74 -0.94 -0.30 -0.619
C 1.86 -0.05 0.19 -0.430
H -2.05 0.36 1.07 0.227
H -1.38 2.51 -0.09 0.205
H -0.12 1.63 -1.10 0.207
H 1.14 -1.85 -0.50 0.395
H 2.31 -0.48 1.13 0.194
H 1.27 0.86 0.35 0.214
H 2.66 0.25 -0.61 0.203
```

Values from the calculation:
spin multiplicity: 1
frontier orbital gap: 9.428 eV
SMILES: [H]/N=C(\C=C)NC
HOMO: -8.661 eV
total charge: 0
molecular weight: 84.1 g mol⁻¹


Most stable one: *R*, least stable one: *P*.


*P*
Entry from the Open Molecules 2025 dataset: an isolated molecule of C4H8N2 (ωB97M-V with the def2-TZVPD basis set).

Geometry as XYZ:
```
14
Properties=species:S:1:pos:R:3:nbo_charge:R:1
C -0.36 -1.24 0.30 -0.294
C 1.35 0.23 0.12 -0.278
C 0.29 1.31 0.06 -0.108
C -1.45 -0.30 0.15 -0.232
H -0.89 -2.11 0.06 0.213
H 0.19 -1.20 1.36 0.182
H 0.55 -0.79 -1.44 0.348
H 1.57 0.06 1.09 0.193
H 2.36 0.48 -0.24 0.214
H 0.57 2.42 0.14 0.196
H -1.61 1.69 -0.30 0.406
H -2.34 -0.52 -0.59 0.160
N 0.77 -0.99 -0.53 -0.594
N -0.98 0.95 -0.19 -0.406
```

Values from the calculation:
spin multiplicity: 1
frontier orbital gap: 7.647 eV
HOMO: -6.675 eV
total charge: 0
molecular weight: 84.1 g mol⁻¹


*Q*
Entry from the Open Molecules 2025 dataset: an isolated molecule of C4H8N2 (ωB97M-V with the def2-TZVPD basis set).

Geometry as XYZ:
```
14
Properties=species:S:1:pos:R:3:nbo_charge:R:1
C -1.14 1.09 -0.62 -0.613
C 0.04 0.41 0.00 -0.242
C 0.84 0.88 0.92 0.410
N 1.48 1.55 1.74 -0.642
C 0.60 -0.87 -0.58 -0.198
N -0.10 -2.06 -0.20 -0.850
H -1.35 2.02 -0.10 0.224
H -0.96 1.30 -1.67 0.214
H -2.03 0.45 -0.56 0.212
H 1.46 1.30 2.72 0.373
H 0.65 -0.82 -1.68 0.196
H 1.62 -0.83 -0.01 0.184
H -0.92 -2.26 -0.76 0.365
H -0.21 -2.15 0.80 0.366
```

Values from the calculation:
spin multiplicity: 1
frontier orbital gap: 9.306 eV
SMILES: CC(=C=N)CN
HOMO: -8.378 eV
total charge: 0
molecular weight: 84.1 g mol⁻¹


Most stable one: *Q*, least stable one: *P*.